Entry from the OMol25 dataset: a cluster of 6 separate species, C24H51N2O5 in total at a distorted geometry (ωB97M-V/def2-TZVPD).

Each line ends with the Mulliken charge.
Geometry (Å):
C1 3.636 -3.697 0.319  -0.793
C2 4.059 -2.115 0.378  -0.534
C3 2.889 -1.117 0.986  0.139
C4 1.613 -0.889 -0.019  -0.735
N1 0.579 -1.992 -0.004  0.240
N2 0.315 -2.473 1.268  -0.886
H1 2.780 -3.906 -0.477  0.126
H2 3.415 -4.183 1.373  0.219
H3 4.587 -4.282 -0.100  0.322
H4 4.396 -1.691 -0.683  0.249
H5 5.036 -2.053 1.061  0.256
H6 2.614 -1.448 2.075  0.294
H7 3.415 -0.050 1.096  -0.105
H8 1.043 0.146 0.154  0.090
H9 2.047 -0.837 -1.129  0.154
H10 0.776 -2.749 -0.696  0.132
H11 -0.390 -3.252 1.251  0.017
C5 -3.980 -0.778 1.936  -0.574
C6 -2.503 -0.477 1.905  -0.582
C7 -2.199 -0.538 0.424  -0.016
O1 -3.389 -0.129 -0.263  -0.362
C8 -4.469 -0.090 0.681  -0.531
H12 -4.481 -0.422 2.840  0.349
H13 -4.140 -1.859 1.857  0.278
H14 -2.323 0.536 2.282  0.262
H15 -1.900 -1.173 2.494  0.473
H16 -1.965 -1.561 0.108  0.109
H17 -1.367 0.113 0.140  -0.087
H18 -4.707 0.962 0.872  0.296
H19 -5.351 -0.575 0.253  0.258
C9 4.865 3.535 4.089  -0.172
C10 4.417 2.359 4.918  -0.655
C11 3.374 1.722 4.026  -0.441
O2 3.762 1.992 2.672  -0.339
C12 4.808 2.973 2.685  -0.578
H20 5.855 3.911 4.357  0.401
H21 4.146 4.357 4.191  -0.020
H22 5.256 1.668 5.064  0.303
H23 4.027 2.637 5.900  0.341
H24 2.387 2.170 4.186  0.274
H25 3.295 0.642 4.179  0.292
H26 5.744 2.467 2.422  0.270
H27 4.603 3.740 1.933  0.298
C13 -3.370 -0.026 -4.509  -0.558
C14 -3.756 -1.150 -5.435  -0.484
C15 -2.696 -2.187 -5.134  -0.178
O3 -2.322 -2.012 -3.760  -0.418
C16 -2.875 -0.775 -3.291  -0.075
H28 -4.191 0.660 -4.283  0.332
H29 -2.550 0.554 -4.949  0.300
H30 -4.745 -1.535 -5.159  0.174
H31 -3.783 -0.861 -6.489  0.395
H32 -1.802 -2.031 -5.746  0.275
H33 -3.053 -3.209 -5.291  -0.061
H34 -3.700 -1.015 -2.611  0.062
H35 -2.116 -0.218 -2.735  0.177
C17 4.477 8.780 5.391  -0.552
C18 3.293 9.035 4.495  -0.525
C19 3.059 7.671 3.883  -0.480
O4 3.479 6.702 4.853  -0.313
C20 4.200 7.379 5.892  -0.392
H36 4.582 9.508 6.199  0.327
H37 5.400 8.789 4.798  0.273
H38 2.426 9.326 5.100  0.255
H39 3.466 9.814 3.748  0.321
H40 3.669 7.529 2.984  0.279
H41 2.010 7.502 3.623  0.298
H42 3.564 7.396 6.784  0.271
H43 5.115 6.828 6.125  0.250
C21 -4.659 -7.273 -6.583  -0.548
C22 -5.340 -7.145 -5.245  -0.511
C23 -4.982 -5.730 -4.842  -0.448
O5 -4.850 -4.974 -6.054  -0.382
C24 -4.832 -5.885 -7.161  -0.378
H44 -5.084 -8.055 -7.218  0.333
H45 -3.594 -7.488 -6.439  0.268
H46 -6.425 -7.234 -5.370  0.256
H47 -5.017 -7.891 -4.514  0.318
H48 -4.020 -5.697 -4.321  0.280
H49 -5.742 -5.272 -4.203  0.319
H50 -5.788 -5.791 -7.687  0.240
H51 -4.026 -5.614 -7.849  0.267

Values from the calculation:
HOMO-LUMO gap ... 2.49 eV
E_HOMO ... -0.0106 hartree
Net charge ... -1

Entry from the OMol25 dataset: an isolated molecule of C4H8NOP at a distorted geometry (ωB97M-V/def2-TZVPD).

Each line ends with the Mulliken charge.
Geometry (Å):
C1 -1.336 -1.404 -0.202  -0.062
C2 -0.150 -0.615 0.157  0.382
C3 -0.884 1.719 -0.154  -1.246
C4 -0.248 0.690 0.784  -0.284
N1 1.085 -1.450 -0.195  -0.334
O1 -2.457 -0.997 -0.004  -0.491
P1 2.560 -0.896 0.265  -0.149
H1 -1.124 -2.482 -0.643  0.323
H2 -0.886 2.661 0.322  0.351
H3 -0.331 1.839 -1.029  0.392
H4 -1.835 1.369 -0.508  0.346
H5 -0.787 0.550 1.707  0.286
H6 0.758 1.086 0.882  0.298
H7 2.473 -0.030 -0.902  0.095
H8 3.161 -2.039 -0.479  0.094

Values from the calculation:
HOMO-LUMO gap (spin up / spin down) ... 8.07 / 8.07 eV
SMILES string ... CC/C(C=O)=N\P
E_HOMO (spin up / spin down) ... -0.3355 / -0.3354 hartree
Net charge ... 0

Energy above the lowest of the compared OMol25 structures with the same formula, charge and spin values, unit kcal per mole, following the record order: 53.37, 83.05.
E_tot values, unit eV, following the record order: -38926.2084, -17100.7215.